1.
C39H39BeBrN5O2P as an isolated structure. Source: the OMol25 dataset; level of theory: ωB97M-V/def2-TZVPD.

## Properties
Orbital gap ... 8.27 eV
HOMO level ... -0.292 Ha
Spin multiplicity ... 1

Geometry as XYZ:
```
88
Properties=species:S:1:pos:R:3:forces:R:3
Be -0.205013 0.458685 0.112758 -0.1 -0.1 0.2
C 0.286612 -1.136981 5.344123 0.0 0.0 0.0
C 1.122098 -0.656793 4.155068 -0.1 0.1 0.0
C 1.172078 0.852730 4.023155 0.1 -0.1 -0.1
C 1.914965 1.544899 4.974627 0.0 0.0 0.0
C 2.081486 2.915397 4.904172 0.0 0.0 0.0
C 1.531812 3.605538 3.838248 0.0 0.0 0.0
C 0.800688 2.955922 2.850654 -0.1 0.0 0.0
C 0.231700 3.776237 1.716121 0.1 0.0 0.0
C 1.280638 4.559132 0.921294 0.0 0.0 0.0
C 0.585293 1.574225 2.967174 0.1 0.0 0.0
N -0.188922 0.864019 1.993670 -0.2 -0.1 0.1
C -1.181753 0.169545 2.447686 0.0 0.1 0.1
C -1.820662 -0.756034 1.584514 0.1 -0.1 0.0
C -2.813301 -1.711710 1.779500 0.0 0.0 0.0
C -2.901946 -2.419869 0.578147 0.0 0.0 0.0
C -1.960517 -1.856244 -0.283483 -0.1 0.0 -0.1
N -1.294287 -0.853698 0.315040 0.1 0.1 0.2
H 0.307670 -2.225270 5.412229 0.0 0.0 0.0
H -0.755572 -0.827316 5.256005 0.0 0.0 0.0
H 0.670836 -0.730181 6.280161 0.0 0.0 0.0
H 0.754220 -1.116165 3.238671 0.0 0.0 0.0
H 2.148144 -1.007784 4.290799 0.0 0.0 0.0
H 2.376072 0.985031 5.780560 0.0 0.0 0.0
H 2.643485 3.440810 5.665249 0.0 0.0 0.0
H 1.660940 4.679148 3.769287 0.0 0.0 0.0
H -0.490936 4.482644 2.134430 0.0 0.0 0.0
H -0.311025 3.124851 1.040887 0.0 0.0 0.0
H 1.885956 5.198840 1.564271 0.0 0.0 0.0
H 0.791709 5.194319 0.181623 0.0 0.0 0.0
H 1.959717 3.893892 0.384884 0.0 0.0 0.0
H -1.526516 0.284431 3.474113 0.1 -0.1 0.0
H -3.379255 -1.870710 2.683766 0.0 0.0 0.0
H -3.563092 -3.238291 0.345329 0.0 0.0 0.0
H -1.762059 -2.139624 -1.309143 0.0 0.1 0.0
Br -5.209926 6.573274 -0.408920 0.0 0.0 0.0
C -4.264861 5.045430 0.180784 0.0 0.0 0.0
C -4.464709 4.570090 1.469200 0.0 -0.1 0.0
N -3.856224 3.481746 1.926895 0.0 0.0 0.0
C -3.007313 2.856111 1.113512 0.0 0.0 0.0
C -2.719461 3.279308 -0.174545 0.0 0.0 0.0
C -3.381165 4.399945 -0.658550 0.0 0.0 0.0
C -1.709764 2.599855 -1.069060 0.1 -0.1 -0.2
O -1.647810 2.947077 -2.234825 0.1 0.0 0.0
O -0.958986 1.698635 -0.526650 0.3 0.0 0.3
H -5.139475 5.079281 2.147071 0.0 0.0 0.0
H -2.534122 1.969352 1.506026 0.0 0.0 0.0
H -3.191447 4.736004 -1.668550 0.0 0.0 0.0
N 1.269543 -2.221061 -0.783045 0.0 0.0 0.1
C 2.100024 -1.216023 -0.431542 0.0 -0.1 0.0
C 3.495508 -1.396804 -0.526172 0.0 0.0 0.0
C 4.337534 -0.408660 -0.099360 0.0 0.0 0.0
C 3.795721 0.770472 0.425364 0.0 0.0 0.0
C 2.433571 0.882320 0.464265 0.0 0.1 -0.1
N 1.575290 -0.070967 0.038008 -0.2 0.4 -0.2
H 1.618561 -2.942680 -1.388177 0.0 0.0 0.0
H 0.280416 -2.040985 -0.781604 0.0 0.0 0.0
H 3.869143 -2.324074 -0.939184 0.0 0.0 0.0
H 5.409730 -0.541244 -0.164479 0.0 0.0 0.0
H 4.417185 1.575033 0.789460 0.0 0.0 0.0
H 1.972777 1.778821 0.847702 0.0 0.0 0.0
C 1.143185 1.849763 -3.278490 0.0 -0.1 0.0
P 0.339722 0.233921 -2.900010 -0.1 -0.1 -0.4
C 1.440339 -0.913959 -3.826282 0.0 0.0 0.2
C 0.938223 -2.064456 -4.439323 0.0 0.0 0.0
C 1.791340 -2.996610 -5.009816 0.0 0.0 0.0
C 3.167588 -2.807437 -4.965051 0.0 0.0 0.0
C 3.680657 -1.676612 -4.348507 0.0 0.0 0.0
C 2.823835 -0.743609 -3.777712 0.0 0.0 -0.1
C -1.112067 0.245166 -4.017602 0.1 0.0 0.0
C -2.366436 -0.024209 -3.482311 0.0 0.1 0.0
C -3.489082 -0.074673 -4.299047 0.0 0.0 0.0
C -3.365541 0.158979 -5.659510 0.0 0.0 0.0
C -2.118620 0.447223 -6.201685 0.0 0.0 0.0
C -0.999046 0.482197 -5.386441 0.0 0.0 0.0
H 1.804815 2.137335 -2.458693 0.0 0.0 0.0
H 0.350823 2.590049 -3.357545 0.0 0.0 0.1
H 1.715401 1.805111 -4.204921 0.0 0.0 0.0
H -0.133491 -2.220386 -4.486499 0.0 0.0 0.0
H 1.381117 -3.873184 -5.495650 0.0 0.0 0.0
H 3.832632 -3.536791 -5.409267 0.0 0.0 0.0
H 4.751277 -1.516226 -4.312352 0.0 0.0 0.0
H 3.241165 0.132180 -3.293152 0.0 0.0 0.0
H -2.469688 -0.167221 -2.413137 0.0 0.0 0.0
H -4.458112 -0.291077 -3.867459 0.0 0.0 0.0
H -4.238800 0.124596 -6.298434 0.0 0.0 0.0
H -2.020209 0.647721 -7.261185 0.0 0.0 0.0
H -0.027339 0.692939 -5.818658 0.0 0.0 0.0
```
Positions in Å, forces in eV/Å.



2.
C13H17HfIN2O3S as an isolated structure in a non-equilibrium geometry. Source: the OMol25 dataset; level of theory: ωB97M-V/def2-TZVPD.

## Properties
Orbital gap ... 7.15 eV
Total charge ... +2
HOMO level ... -0.571 Ha
Spin multiplicity ... 1

Geometry as XYZ:
```
38
Properties=species:S:1:pos:R:3:forces:R:3
C 1.641780 -2.366795 1.739202 -1.1 -3.9 3.1
C -0.285098 -2.487335 1.863905 2.2 -3.4 2.7
H 1.864150 -3.365847 1.399047 0.2 -0.1 -0.1
H 1.901817 -2.276529 2.787107 0.1 0.2 0.2
H 2.233046 -1.653487 1.164563 0.7 -0.1 0.1
H -0.895679 -2.315008 0.972232 -0.6 -0.5 -0.4
H -0.307525 -3.560653 1.973941 -0.3 -0.3 0.1
H -0.594236 -2.037589 2.792584 -0.1 0.5 0.2
C 2.245869 0.568146 -1.751215 -0.4 0.1 -0.5
C 2.527884 1.154795 -2.986166 -0.1 -0.2 0.4
C 1.472250 1.528315 -3.818111 0.1 -0.2 0.3
C 0.170372 1.304704 -3.389488 -0.5 -0.3 0.7
H 3.030849 0.243317 -1.064134 -0.2 0.2 -0.3
H 3.564421 1.297179 -3.268813 -0.1 0.1 0.0
H 1.660151 1.985345 -4.786259 0.0 -0.1 0.2
H -0.689904 1.559260 -3.998902 0.3 0.1 -0.1
N 0.982445 0.352626 -1.350378 -0.5 -0.2 0.5
C -0.062518 0.721687 -2.133101 1.0 0.1 -0.5
C -1.413730 0.489812 -1.580288 -0.8 -0.1 0.4
N -1.493257 -0.208499 -0.409119 0.4 0.0 0.1
C -2.681883 -0.334485 0.216631 -0.1 0.3 -0.6
C -3.798124 0.880575 -1.533906 0.2 -0.2 0.1
C -3.849437 0.206203 -0.315464 0.2 -0.3 0.4
H -2.671162 -0.880624 1.165214 -0.2 0.3 -0.3
H -4.775103 0.083029 0.238478 0.1 0.1 -0.2
C -2.571882 1.017131 -2.173800 0.7 -0.3 0.4
H -2.466329 1.540935 -3.116762 -0.3 0.0 0.2
H -4.696594 1.300090 -1.979316 0.1 -0.1 0.1
Hf 0.486585 -0.983780 0.616153 -1.5 8.8 -7.3
I 0.698643 -2.930294 -1.370200 -0.1 0.1 0.2
C 1.393346 1.099558 3.899924 0.0 0.3 -0.2
S 0.817441 1.296090 2.209119 0.2 0.2 1.0
O -0.395080 0.372137 2.096413 0.6 0.0 -0.3
O 0.604727 2.650911 1.839612 0.1 -0.9 0.2
O 1.833030 0.530795 1.346416 -0.5 -0.2 0.1
H 0.592196 1.439484 4.571348 0.2 0.0 -0.3
H 2.284168 1.730462 4.024965 -0.3 -0.1 -0.1
H 1.642371 0.048341 4.108565 -0.2 0.4 -0.3
```
Positions in Å, forces in eV/Å.